(1)
Computed, not measured: a cluster of 8 separate species, C37H71N8O2Si in total, with wB97M-V/def2-TZVPD.

Last column: Mulliken charge in e.
Geometry (Å):
C: 6.6037 -1.5550 1.5602  -1.143
Si: 6.3762 -1.5984 -0.3068  0.442
C: 7.5375 -2.9098 -0.9746  -0.782
C: 6.9146 0.0851 -0.9444  -1.052
O: 4.7741 -1.7829 -0.8008  -0.355
C: 4.0788 -2.8409 -0.1782  -0.734
C: 2.7211 -2.9853 -0.8995  -0.932
C: 1.6615 -2.1218 -0.1680  -0.151
C: 0.6417 -1.5720 -1.1484  -0.796
O: -0.3507 -0.7026 -0.5686  -0.291
C: -0.4080 -0.8752 0.8380  -0.413
C: -0.3185 -2.3237 1.2954  -0.794
N: 1.0127 -2.9381 0.9164  0.439
H: 7.6212 -1.1760 1.7175  0.354
H: 5.9165 -0.8733 2.0694  0.323
H: 6.5864 -2.5438 2.0295  0.344
H: 7.9195 -3.5773 -0.1958  0.364
H: 7.0951 -3.5498 -1.7376  -0.078
H: 8.4244 -2.4171 -1.3887  0.436
H: 7.9568 0.2787 -0.6841  0.349
H: 6.7819 0.1140 -2.0326  0.299
H: 6.2717 0.8843 -0.5607  0.290
H: 4.6414 -3.7855 -0.2143  0.615
H: 3.8880 -2.6414 0.8924  0.297
H: 2.8209 -2.5241 -1.8843  0.336
H: 2.4084 -4.0229 -0.9896  0.512
H: 2.2177 -1.2898 0.2726  0.285
H: 0.1014 -2.4093 -1.6196  0.205
H: 1.1219 -1.0020 -1.9444  0.462
H: 0.3959 -0.2962 1.3166  0.209
H: -1.3377 -0.4234 1.1701  0.548
H: -1.0950 -2.9528 0.8603  0.308
H: -0.3600 -2.3256 2.3866  0.585
H: 1.6266 -2.9068 1.7299  0.492
H: 0.9098 -3.9229 0.6220  0.109
C: -2.8049 4.1584 -1.9713  -1.153
C: -3.7328 3.6365 -0.8808  -0.283
C: -2.9881 3.2675 0.4099  0.027
C: -2.0045 2.2102 0.1568  0.122
N: -1.2321 1.3806 -0.0419  -0.430
H: -2.0797 3.4024 -2.2764  0.367
H: -3.3781 4.4347 -2.8565  0.185
H: -2.2573 5.0410 -1.6316  0.282
H: -4.2713 2.7646 -1.2589  0.220
H: -4.4797 4.3995 -0.6514  0.305
H: -3.6912 2.9153 1.1650  0.288
H: -2.4677 4.1338 0.8169  -0.040
C: 0.3061 0.9051 4.4181  -0.926
C: -0.5942 0.3395 5.5096  -0.410
C: 0.1879 -0.0559 6.7659  -0.451
C: 1.1689 -1.0942 6.4263  0.269
N: 1.9270 -1.9152 6.1606  -0.439
H: 1.0390 0.1675 4.0819  0.293
H: -0.2890 1.1961 3.5510  0.159
H: 0.8427 1.7876 4.7682  0.371
H: -1.1277 -0.5336 5.1257  0.228
H: -1.3481 1.0826 5.7727  0.329
H: -0.4846 -0.4453 7.5306  0.297
H: 0.7095 0.8057 7.1845  0.297
C: 3.3405 -6.6380 2.8575  -0.894
C: 1.8658 -6.8509 3.1847  -0.424
C: 1.0633 -7.4076 1.9992  -0.492
C: 1.1113 -6.4819 0.8653  0.352
N: 1.1492 -5.7528 -0.0240  -0.614
H: 3.4753 -5.8996 2.0634  0.107
H: 3.8744 -6.2728 3.7338  0.341
H: 3.8112 -7.5691 2.5390  0.328
H: 1.4294 -5.9032 3.5104  0.277
H: 1.7794 -7.5451 4.0204  0.319
H: 0.0202 -7.5563 2.2804  0.288
H: 1.4663 -8.3697 1.6795  0.323
C: -3.8796 7.4848 1.3817  -0.329
C: -4.8220 6.9610 2.4569  -0.397
C: -4.0919 6.5736 3.7493  -0.553
C: -3.1170 5.5114 3.4850  0.365
N: -2.3524 4.6798 3.2779  -0.467
H: -3.1554 6.7241 1.0763  0.178
H: -4.4441 7.7726 0.5005  -0.346
H: -3.3276 8.3589 1.7353  0.379
H: -5.3651 6.0966 2.0686  0.236
H: -5.5642 7.7263 2.6866  0.357
H: -4.8010 6.2171 4.4972  0.309
H: -3.5676 7.4349 4.1657  0.298
C: 6.0659 -4.8929 -5.3601  -0.897
C: 7.4890 -5.3953 -5.5762  -0.434
C: 7.8542 -6.5674 -4.6576  -0.438
C: 7.7606 -6.1706 -3.2485  0.304
N: 7.6870 -5.8456 -2.1495  -0.430
H: 5.9280 -4.5064 -4.3485  0.116
H: 5.8396 -4.0818 -6.0520  0.334
H: 5.3385 -5.6904 -5.5246  0.307
H: 8.1880 -4.5726 -5.4145  0.292
H: 7.6038 -5.7137 -6.6134  0.310
H: 8.8728 -6.9014 -4.8565  0.276
H: 7.1835 -7.4110 -4.8282  0.284
C: -6.0208 6.4363 -4.0296  -0.897
C: -5.4700 7.8567 -4.0679  -0.513
C: -4.6724 8.2139 -2.8085  -0.196
C: -5.5180 8.1199 -1.6142  0.253
N: -6.1820 8.0462 -0.6798  -0.550
H: -6.7235 6.3038 -3.2057  0.359
H: -6.5552 6.2072 -4.9508  0.367
H: -5.2180 5.7054 -3.9149  0.072
H: -6.2958 8.5596 -4.1911  0.305
H: -4.8210 7.9701 -4.9378  0.311
H: -4.2844 9.2306 -2.8792  0.352
H: -3.8243 7.5363 -2.6891  0.162
C: -6.4782 -0.9933 -2.0686  -1.163
C: -7.0191 -0.1452 -0.9229  -0.327
C: -8.0826 0.8615 -1.3762  -0.403
C: -7.5264 1.7953 -2.3614  0.268
N: -7.0912 2.5240 -3.1344  -0.438
H: -5.9778 -0.3792 -2.8187  0.350
H: -5.7484 -1.7137 -1.6978  0.321
H: -7.2802 -1.5474 -2.5594  0.326
H: -6.1910 0.3866 -0.4483  0.201
H: -7.4555 -0.7995 -0.1661  0.309
H: -8.4496 1.4344 -0.5242  0.277
H: -8.9317 0.3444 -1.8255  0.302

Cartesian forces, eV/Å:
-0.130 -0.159 -0.126
1.030 0.802 0.077
-0.113 -0.009 0.154
-0.751 -0.260 -0.287
0.335 -0.240 0.764
-0.578 -0.519 -0.515
0.058 0.791 0.613
1.149 -0.222 -1.359
-1.308 -0.196 0.114
1.117 -1.958 0.224
0.293 0.131 -0.247
-0.134 0.093 0.272
-0.187 1.000 0.027
-0.118 0.029 -0.038
0.044 -0.113 0.037
-0.193 0.114 0.006
-0.200 0.029 -0.029
0.090 0.116 -0.041
-0.184 -0.011 -0.123
-0.079 0.042 -0.075
0.280 0.003 0.074
0.198 -0.055 0.151
0.006 0.130 -0.140
0.231 0.103 -0.080
0.199 -0.377 -0.049
-0.067 0.078 -0.112
-0.334 -0.082 0.336
0.239 -0.017 -0.053
0.247 -0.113 0.172
-0.096 -0.047 0.037
-0.021 -0.308 0.121
-0.015 0.099 0.095
-0.280 -0.216 -0.111
0.036 -0.234 -0.057
0.107 0.139 -0.100
-0.033 0.024 -0.016
0.030 0.062 -0.205
-0.160 -0.047 -0.440
0.007 0.087 0.190
-0.692 1.733 0.245
0.027 0.012 0.045
0.000 0.004 0.007
0.020 -0.017 -0.003
-0.051 0.013 0.061
-0.014 -0.054 0.107
0.095 0.013 0.093
0.038 -0.058 0.077
-0.139 -0.026 -0.142
0.020 0.160 -0.209
-0.086 -0.141 -0.248
0.051 0.011 0.359
-0.089 0.014 -0.179
0.052 0.018 0.084
0.026 0.085 0.015
0.019 -0.007 -0.033
-0.032 -0.014 0.090
0.009 -0.036 0.098
0.074 -0.033 0.046
0.050 -0.029 -0.005
-0.041 0.016 0.036
0.296 0.117 0.012
0.092 0.144 0.192
-0.113 -0.271 -0.140
-0.142 0.014 0.353
0.002 -0.047 -0.039
0.006 -0.024 -0.001
0.019 0.021 -0.018
-0.099 -0.064 0.031
-0.120 -0.024 -0.041
-0.026 -0.020 -0.108
-0.004 0.020 -0.072
0.145 -0.018 0.018
0.059 0.113 -0.230
-0.146 -0.070 -0.248
0.053 0.065 0.298
-0.034 -0.038 -0.022
0.046 0.007 0.100
0.146 -0.012 0.261
0.038 -0.035 0.011
-0.047 -0.001 0.082
-0.020 -0.049 0.069
0.069 -0.026 0.052
0.047 -0.032 0.011
0.012 0.025 -0.015
-0.193 0.145 -0.063
0.017 0.264 -0.033
0.068 -0.194 -0.004
-0.047 -0.164 -0.085
0.012 -0.049 0.017
-0.017 -0.023 -0.013
-0.009 0.013 0.010
0.068 -0.067 0.003
0.078 -0.066 0.035
-0.006 -0.056 0.062
0.006 -0.016 0.040
-0.029 0.036 -0.007
-0.126 -0.224 -0.138
-0.208 0.041 -0.117
0.006 0.089 -0.071
-0.181 0.007 -0.266
0.039 -0.020 0.025
0.029 -0.031 -0.002
-0.029 -0.026 -0.004
0.066 0.074 0.037
0.059 0.082 0.063
0.030 -0.005 0.085
-0.005 -0.003 0.048
0.039 0.003 0.030
0.125 -0.205 -0.080
0.268 -0.026 0.052
-0.230 0.058 0.015
0.105 -0.010 0.045
-0.055 0.022 -0.014
-0.026 -0.022 -0.007
0.014 0.002 -0.014
-0.065 0.057 0.039
-0.063 0.086 0.029
-0.056 0.042 -0.052
-0.008 0.032 -0.026

## Properties
- LUMO level (eV) = -2.13
- molar mass (Da) = 688.12
- calculated total energy (eV) = -63408.3111
- spin multiplicity = 1
- HOMO (eV) = -11.8807
- charge = +1

***

(2)
Computed, not measured: a cluster of 11 separate species, C37H72FNO33 in total, with wB97M-V/def2-TZVPD.

Last column: Mulliken charge in e.
Geometry (Å):
C: 2.0705 6.9316 1.9444  -0.795
C: 1.0567 6.1097 2.0730  0.027
C: 1.2585 4.8978 2.9932  -1.009
N: 0.2524 3.8368 2.8426  0.306
F: -0.9335 4.3403 2.3743  -0.180
C: 0.6625 2.7290 2.0833  0.555
O: -0.1518 2.1236 1.4894  -0.515
O: 1.9495 2.3377 2.1003  -0.375
C: 2.4765 2.0356 0.8013  -0.678
C: 2.9670 0.5740 0.7315  0.533
C: 4.2771 0.4102 1.5321  -1.629
O: 1.9716 -0.3413 1.1305  -0.369
H: 2.8876 6.9029 2.6704  0.263
H: 2.1590 7.6140 1.1013  0.288
H: 0.1287 6.3498 1.5601  0.352
H: 2.2858 4.5549 2.8767  0.358
H: 1.1736 5.2745 4.0294  0.424
H: 1.8292 2.3033 -0.0383  0.493
H: 3.3877 2.6501 0.6867  0.322
H: 3.2048 0.3664 -0.3237  0.115
H: 4.5196 -0.6524 1.6787  0.438
H: 5.0861 0.8243 0.9141  0.449
H: 4.2344 0.8855 2.5217  0.325
H: 2.1744 -0.7106 1.9974  0.206
C: -0.5130 2.7296 9.3073  -0.705
O: -0.7817 1.9176 8.1653  -0.200
C: -1.1247 2.6082 7.0702  0.661
O: -1.2151 3.8059 6.9941  -0.569
O: -1.3460 1.7393 6.0874  -0.229
C: -1.7257 2.3409 4.8417  -0.424
H: -0.2484 2.0612 10.1234  0.188
H: 0.3252 3.3985 9.1158  0.321
H: -1.3974 3.2983 9.5922  0.313
H: -0.9321 2.9915 4.4743  0.162
H: -2.6592 2.8918 4.9476  0.345
H: -1.8770 1.5369 4.1255  0.231
C: 0.2124 9.9366 -3.4379  -0.640
O: 0.0928 8.7531 -2.6485  -0.298
C: -1.1196 8.5655 -2.1221  0.753
O: -2.0701 9.2894 -2.2601  -0.536
O: -1.0918 7.4329 -1.4156  -0.252
C: -2.3310 7.1008 -0.7882  -0.673
H: 1.2343 9.9758 -3.8066  0.219
H: -0.4666 9.9018 -4.2888  0.292
H: 0.0224 10.8230 -2.8337  0.297
H: -3.1142 6.9528 -1.5304  0.370
H: -2.6211 7.8729 -0.0764  0.322
H: -2.1830 6.1682 -0.2481  0.144
C: 2.9148 -1.1158 -5.4822  -0.789
O: 1.5400 -1.1760 -5.0956  -0.100
C: 1.2797 -0.6077 -3.9101  0.731
O: 2.0836 -0.0787 -3.1896  -0.563
O: -0.0231 -0.7313 -3.6666  -0.244
C: -0.4470 -0.1629 -2.4211  -0.700
H: 2.9987 -1.6047 -6.4501  0.262
H: 3.2424 -0.0816 -5.5828  0.274
H: 3.5396 -1.6472 -4.7654  0.291
H: -0.2539 0.9085 -2.4029  0.303
H: 0.0476 -0.6547 -1.5842  0.208
H: -1.5184 -0.3269 -2.3408  0.268
C: -3.9227 -0.9998 6.4048  -0.482
O: -5.2362 -1.4003 6.0068  -0.348
C: -5.8192 -0.5724 5.1397  0.798
O: -5.3403 0.4370 4.6923  -0.537
O: -7.0306 -1.0588 4.8520  -0.349
C: -7.7741 -0.2662 3.9269  -0.619
H: -3.5518 -1.7441 7.1052  0.192
H: -3.2538 -0.9663 5.5460  0.245
H: -3.9501 -0.0328 6.9054  0.297
H: -7.2561 -0.2028 2.9706  0.287
H: -7.9535 0.7296 4.3302  0.291
H: -8.7307 -0.7604 3.7753  0.220
C: 1.0279 -3.4896 1.9362  -0.585
O: 2.3108 -3.5407 2.5698  -0.231
C: 2.4612 -4.5575 3.4181  0.864
O: 1.6330 -5.3941 3.6710  -0.585
O: 3.6851 -4.4817 3.9444  -0.344
C: 3.9833 -5.5129 4.8860  -0.576
H: 1.0226 -2.6224 1.2805  0.081
H: 0.8522 -4.3807 1.3358  0.353
H: 0.2396 -3.3672 2.6779  0.296
H: 3.9357 -6.4926 4.4119  0.293
H: 3.3032 -5.4652 5.7359  0.230
H: 4.9973 -5.3431 5.2392  0.231
C: -0.8023 -1.1390 -6.7599  -0.577
O: -1.2092 0.1965 -6.4526  -0.107
C: -1.5377 0.9312 -7.5145  0.762
O: -1.5148 0.5706 -8.6618  -0.575
O: -1.8901 2.1470 -7.0813  -0.303
C: -2.2625 3.0534 -8.1197  -0.693
H: -0.5619 -1.6266 -5.8268  0.036
H: -1.6127 -1.6868 -7.2414  0.428
H: 0.0854 -1.1333 -7.3907  0.268
H: -3.1295 2.6806 -8.6634  0.307
H: -1.4288 3.2224 -8.8008  0.305
H: -2.5245 3.9963 -7.6458  0.240
C: 4.9795 4.9093 -8.6478  -0.639
O: 4.3395 3.6632 -8.3740  -0.330
C: 3.2984 3.7532 -7.5420  0.755
O: 2.8853 4.7624 -7.0344  -0.534
O: 2.7972 2.5279 -7.3736  -0.285
C: 1.6682 2.4697 -6.4990  -0.300
H: 5.8020 4.7061 -9.3292  0.223
H: 4.2877 5.5998 -9.1286  0.293
H: 5.3804 5.3452 -7.7336  0.294
H: 0.8448 3.0634 -6.8937  0.349
H: 1.9381 2.8058 -5.4983  0.342
H: 1.3504 1.4303 -6.4410  -0.207
C: -0.0358 -1.4454 9.3320  -0.598
O: -0.8382 -2.3247 8.5445  -0.327
C: -0.1428 -3.1092 7.7160  0.779
O: 1.0551 -3.1236 7.5959  -0.567
O: -1.0076 -3.8686 7.0445  -0.320
C: -0.4011 -4.7640 6.1076  -0.457
H: -0.7113 -0.8668 9.9575  0.178
H: 0.6392 -2.0111 9.9734  0.363
H: 0.5246 -0.7620 8.6953  0.254
H: 0.2570 -5.4668 6.6166  0.291
H: 0.1458 -4.2120 5.3474  0.101
H: -1.1996 -5.3216 5.6248  0.277
C: -1.4282 -5.1611 -2.2331  -0.385
O: -2.8120 -5.1895 -1.8759  -0.303
C: -3.0859 -4.6272 -0.6977  0.805
O: -2.2872 -4.1233 0.0482  -0.508
O: -4.4013 -4.7195 -0.4895  -0.336
C: -4.8398 -4.1522 0.7458  -0.624
H: -1.3306 -5.6434 -3.2024  0.231
H: -1.0735 -4.1342 -2.3176  0.087
H: -0.8322 -5.7132 -1.5076  0.247
H: -4.6185 -3.0861 0.7800  0.286
H: -4.3797 -4.6648 1.5897  0.290
H: -5.9172 -4.2885 0.7983  0.217
C: 3.2338 -7.2899 -6.1542  -0.615
O: 2.5861 -8.5307 -5.8734  -0.323
C: 1.5425 -8.4299 -5.0480  0.802
O: 1.1314 -7.4144 -4.5494  -0.515
O: 1.0345 -9.6507 -4.8718  -0.311
C: -0.0983 -9.6953 -4.0033  -0.596
H: 4.0583 -7.5028 -6.8300  0.223
H: 2.5477 -6.5998 -6.6437  0.284
H: 3.6327 -6.8489 -5.2414  0.284
H: -0.9169 -9.1008 -4.4073  0.278
H: 0.1682 -9.3499 -3.0051  0.282
H: -0.4161 -10.7330 -3.9416  0.212

Cartesian forces, eV/Å:
0.946 0.697 -0.247
-0.083 -0.729 0.121
-1.231 2.016 1.123
3.068 -0.045 0.228
-0.202 -0.120 -0.013
-0.705 -0.179 -0.284
-1.766 -1.164 -1.437
0.234 1.311 0.656
1.339 -0.436 -0.491
0.487 0.101 0.285
-0.129 -0.238 -0.343
-0.282 -0.123 -0.063
0.213 -0.275 -0.593
-0.340 0.433 0.586
0.161 -0.758 -0.231
-0.477 -0.549 -0.135
0.023 -0.240 -0.232
-0.415 -0.215 0.527
-0.345 -0.035 0.086
-0.214 0.075 0.175
-0.189 0.218 -0.094
-0.080 0.104 0.467
0.018 0.017 -0.310
0.098 0.198 -0.058
0.060 0.083 0.246
0.005 -0.043 0.022
-0.040 -0.123 -0.187
0.049 -0.045 0.085
-0.007 -0.035 0.148
-0.094 0.095 -0.360
-0.028 -0.149 -0.143
-0.111 0.077 -0.045
0.063 0.089 -0.095
-0.222 -0.058 0.256
0.077 0.044 0.079
0.047 -0.126 0.183
0.121 0.225 -0.183
-0.009 -0.047 0.053
0.079 -0.075 0.008
0.037 -0.026 0.004
0.065 0.012 -0.009
-0.238 -0.164 0.217
0.012 -0.194 0.113
-0.086 0.051 0.104
-0.138 -0.040 -0.038
0.008 0.150 0.005
-0.052 0.065 -0.134
0.221 0.014 -0.099
0.273 -0.039 -0.160
0.219 0.096 0.247
-0.169 -0.043 0.032
0.125 0.047 -0.049
0.085 -0.076 -0.033
-0.193 0.080 0.307
-0.216 -0.015 0.024
0.024 -0.026 0.128
-0.017 0.129 0.064
0.118 -0.053 0.018
0.102 0.104 -0.038
0.036 -0.092 -0.208
0.374 -0.015 0.215
-0.113 0.025 -0.079
0.033 -0.130 0.113
-0.047 -0.018 -0.015
0.018 -0.021 0.009
-0.219 0.088 -0.170
-0.190 -0.103 -0.055
-0.057 0.141 -0.007
0.010 0.052 -0.159
0.063 0.115 0.074
0.132 0.018 -0.065
0.088 -0.141 0.144
-0.381 0.151 -0.283
0.059 0.022 0.019
0.102 0.146 0.017
0.058 -0.022 -0.005
-0.029 0.003 -0.067
0.134 -0.184 0.238
0.222 0.010 0.067
-0.028 -0.063 0.163
0.010 -0.169 -0.002
-0.135 0.027 0.026
-0.070 -0.053 -0.090
-0.019 0.174 -0.137
-0.173 -0.462 -0.153
0.005 0.096 0.026
0.032 -0.020 0.111
-0.017 0.062 0.027
0.024 -0.024 0.026
-0.094 0.256 -0.136
-0.108 0.185 0.088
0.037 0.161 -0.182
-0.108 0.017 -0.102
0.112 -0.069 -0.073
-0.061 -0.122 -0.061
0.053 -0.116 0.181
0.195 0.209 -0.115
-0.031 -0.053 0.023
0.025 -0.102 -0.041
0.017 -0.030 -0.030
0.073 -0.030 -0.023
-0.271 -0.115 0.194
-0.078 -0.207 0.022
-0.030 0.022 0.141
-0.139 0.048 0.003
0.065 0.092 0.087
-0.033 0.134 -0.065
0.154 -0.028 -0.163
0.134 0.244 0.192
-0.030 -0.052 -0.038
-0.104 0.016 -0.044
-0.050 -0.003 0.034
-0.059 0.028 0.077
0.037 -0.187 -0.237
-0.159 -0.112 -0.121
0.065 -0.014 -0.119
0.048 -0.095 -0.001
0.095 0.121 -0.023
0.098 -0.033 0.103
-0.128 0.136 0.133
0.295 -0.047 -0.197
-0.053 0.016 0.045
-0.089 -0.067 -0.118
0.022 0.008 0.016
0.039 -0.015 -0.038
-0.184 0.095 0.235
-0.210 -0.034 0.034
0.007 -0.019 0.146
-0.011 0.126 0.060
0.128 -0.058 0.046
0.100 0.098 -0.033
0.038 -0.098 -0.197
0.201 0.212 -0.117
-0.043 -0.033 0.028
0.038 -0.137 -0.055
-0.007 0.007 0.000
0.048 0.035 -0.031
-0.244 -0.105 0.171
-0.080 -0.208 0.024
-0.032 0.020 0.138
-0.137 0.044 0.003
0.077 0.096 0.066
-0.025 0.121 -0.067
0.172 -0.024 -0.138

## Properties
- LUMO level (eV) = 0.38
- molar mass (Da) = 1077.95
- calculated total energy (eV) = -111308.6126
- structure (SMILES) = C=CCN(F)C(=O)OC[C@@H](C)O.COC(=O)OC.COC(=O)OC.COC(=O)OC.COC(=O)OC.COC(=O)OC.COC(=O)OC.COC(=O)OC.COC(=O)OC.COC(=O)OC.COC(=O)OC
- spin multiplicity = 1
- HOMO (eV) = -9.5631